Computed, not measured: a cluster of 2 separate species, C2H9N2OP in total in a non-equilibrium geometry, with ωB97M-V/def2-TZVPD.

Each atom is followed by the atoms it is bonded to, with distances in Å.
Element x y z (Å)
1 C 0.532 1.662 -0.733  N3 1.474, H7 1.135, H8 1.049, H9 1.044
2 C -1.540 -0.337 0.885  N4 1.466, H10 1.158, H11 1.095, H12 1.151
3 N 1.381 0.486 -0.467  C1 1.474, P6 1.656, H13 1.018
4 N -0.922 -1.036 -0.246  C2 1.466, P6 1.651, H14 0.944
5 O 1.895 -2.260 1.324  no bonds
6 P 0.727 -1.029 -0.321  N3 1.656, N4 1.651, H15 1.466
7 H 0.278 2.145 0.261  C1 1.135
8 H 0.994 2.354 -1.371  C1 1.049
9 H -0.385 1.318 -1.094  C1 1.044
10 H -1.557 0.806 0.703  C2 1.158
11 H -2.555 -0.701 1.078  C2 1.095
12 H -0.810 -0.456 1.767  C2 1.151
13 H 2.165 0.788 0.107  N3 1.018
14 H -1.044 -1.969 -0.311  N4 0.944
15 H 0.841 -1.771 -1.581  P6 1.466

relative energy (zero: lowest compared OMol25 entry of this formula, charge and spin): 139.0 kcal/mol
HOMO level (spin up / spin down): -0.309 / -0.309 hartree
DFT total energy: -16531.325 eV

These are the Mulliken partial charges, in e, on atoms 1 to 5: C -0.9062; C -0.6798; N -0.2403; N -0.3216; O -0.6259

Computed, not measured: a cluster of 2 separate species, C2H9N2P in total in a non-equilibrium geometry, with ωB97M-V/def2-TZVPD.

Each atom is followed by the atoms it is bonded to, with distances in Å.
Element x y z (Å)
1 C -2.174 1.410 0.364  N3 1.457, H6 1.079, H7 1.144, H8 1.148
2 C 1.318 -1.441 -0.714  N4 1.394, H9 1.068, H10 1.215, H11 1.092
3 N -1.210 0.359 0.065  C1 1.457, H12 0.977
4 N 1.968 -0.360 -0.120  C2 1.394, P5 1.678, H13 1.012
5 P 1.424 0.428 1.258  N4 1.678, H14 1.445
6 H -1.845 2.309 -0.133  C1 1.079
7 H -3.190 1.169 -0.104  C1 1.144
8 H -2.424 1.427 1.484  C1 1.148
9 H 1.772 -1.660 -1.656  C2 1.068
10 H 1.391 -2.423 -0.003  C2 1.215
11 H 0.259 -1.206 -0.840  C2 1.092
12 H -0.902 0.564 -0.839  N3 0.977
13 H 2.565 0.214 -0.702  N4 1.012
14 H 1.048 -0.790 1.939  P5 1.445

relative energy (zero: lowest compared OMol25 entry of this formula, charge and spin): 78.2 kcal/mol
HOMO level (spin up / spin down): -0.252 / -0.333 hartree
DFT total energy: -14485.200 eV

These are the Mulliken partial charges, in e, on atoms 1 to 5: C -0.6827; C -0.6781; N -0.4654; N -0.2436; P -0.0288

Computed, not measured: a cluster of 2 separate species, C2H9N2P3 in total in a non-equilibrium geometry, with ωB97M-V/def2-TZVPD.

Each atom is followed by the atoms it is bonded to, with distances in Å.
Element x y z (Å)
1 C 2.134 0.362 0.062  C2 1.503, H8 1.074, H9 1.092, H10 1.070
2 C 1.132 1.410 -0.337  C1 1.503, H11 1.042, H12 1.146
3 N -2.106 0.553 -0.383  P5 1.652, P7 1.595
4 N -0.764 -1.366 -0.952  P6 1.703, P7 1.655, H13 0.973
5 P -2.939 1.869 0.165  N3 1.652, H14 1.288
6 P -1.455 -2.374 0.234  N4 1.703, H15 1.444, H16 1.431
7 P -0.899 0.229 -1.373  N3 1.595, N4 1.655
8 H 2.988 0.380 -0.589  C1 1.074
9 H 2.386 0.639 1.088  C1 1.092
10 H 1.601 -0.560 0.163  C1 1.070
11 H 1.206 2.180 -1.035  C2 1.042
12 H 0.499 1.853 0.509  C2 1.146
13 H 0.058 -1.837 -1.171  N4 0.973
14 H -3.953 1.079 0.255  P5 1.288
15 H -2.670 -2.836 -0.393  P6 1.444
16 H -2.227 -1.327 0.829  P6 1.431

relative energy (zero: lowest compared OMol25 entry of this formula, charge and spin): 42.9 kcal/mol
HOMO level (spin up / spin down): -0.257 / -0.284 hartree
DFT total energy: -33062.660 eV

These are the Mulliken partial charges, in e, on atoms 1 to 5: C -0.6968; C -0.8075; N -0.0362; N -0.2413; P -0.1569

Computed, not measured: a cluster of 3 separate species, C2H9N2S in total in a non-equilibrium geometry, with ωB97M-V/def2-TZVPD.

Each atom is followed by the atoms it is bonded to, with distances in Å.
Element x y z (Å)
1 C -0.037 -1.203 -0.558  C2 1.438, H6 1.152, H7 1.076, H8 1.077
2 C 0.879 -0.666 -1.528  C1 1.438, N3 1.156
3 N 1.861 -0.388 -2.070  C2 1.156, H9 0.999
4 N -1.021 0.430 1.452  H10 1.089, H12 1.017, H13 1.070
5 S 1.138 2.529 -0.403  H11 1.385, H14 1.417
6 H -0.207 -0.332 0.176  C1 1.152
7 H 0.300 -2.090 -0.050  C1 1.076
8 H -1.018 -1.459 -0.922  C1 1.077
9 H 2.512 0.118 -2.636  N3 0.999
10 H -0.466 1.360 1.328  N4 1.089
11 H 0.847 3.868 -0.201  S5 1.385
12 H -0.986 -0.010 2.369  N4 1.017
13 H -1.981 0.864 1.262  N4 1.070
14 H 1.438 2.118 0.920  S5 1.417

relative energy (zero: lowest compared OMol25 entry of this formula, charge and spin): 61.6 kcal/mol
HOMO level: -0.503 hartree
total charge: +1
DFT total energy: -16026.734 eV

These are the Mulliken partial charges, in e, on atoms 1 to 5: C -0.3243; C 0.2962; N -0.0034; N -0.8115; S -0.4157

Computed, not measured: a cluster of 2 separate species, C2H9N3 in total in a non-equilibrium geometry, with ωB97M-V/def2-TZVPD.

Each atom is followed by the atoms it is bonded to, with distances in Å.
Element x y z (Å)
1 C 5.154 0.535 -1.855  N2 1.290, H3 1.116, H4 1.115
2 N 3.900 0.838 -1.876  C1 1.290, H5 0.996
3 H 5.634 1.001 -2.749  C1 1.116
4 H 5.576 -0.277 -1.218  C1 1.115
5 H 3.220 0.115 -1.798  N2 0.996
6 N -2.297 0.623 1.828  C7 1.414, H9 0.965, H10 1.086
7 C -2.174 -0.164 0.660  N6 1.414, N8 1.505, H11 1.051, H12 1.113
8 N -2.984 -1.430 0.748  C7 1.505, H13 0.999, H14 1.037
9 H -3.163 0.550 2.247  N6 0.965
10 H -2.229 1.667 1.539  N6 1.086
11 H -1.275 -0.493 0.225  C7 1.051
12 H -2.700 0.429 -0.122  C7 1.113
13 H -3.982 -1.440 0.780  N8 0.999
14 H -2.680 -1.954 1.590  N8 1.037

SMILES: C=N.NCN
relative energy (zero: lowest compared OMol25 entry of this formula, charge and spin): 73.6 kcal/mol
HOMO level: -0.338 hartree
DFT total energy: -6687.319 eV

These are the Mulliken partial charges, in e, on atoms 1 to 5: C -0.2342; N -0.4688; H 0.2286; H 0.2471; H 0.2275

Computed, not measured: a cluster of 2 separate species, C2H9N3 in total in a non-equilibrium geometry, with ωB97M-V/def2-TZVPD.

Each atom is followed by the atoms it is bonded to, with distances in Å.
Element x y z (Å)
1 C -1.184 0.035 0.139  N3 1.317, N4 1.274
2 C 1.023 -0.452 0.527  N5 1.421, H6 1.092, H7 1.102
3 N -1.934 -0.957 -0.295  C1 1.317, H8 1.015, H9 1.073
4 N -1.281 1.301 0.026  C1 1.274, H10 1.027, H11 1.001
5 N 2.043 0.126 -0.275  C2 1.421, H12 1.094, H13 1.058, H14 1.071
6 H 0.905 -1.527 0.375  C2 1.092
7 H 1.087 -0.205 1.599  C2 1.102
8 H -1.584 -1.907 -0.377  N3 1.015
9 H -3.006 -0.918 -0.307  N3 1.073
10 H -0.862 1.958 0.696  N4 1.027
11 H -2.129 1.704 -0.320  N4 1.001
12 H 2.891 -0.540 -0.458  N5 1.094
13 H 2.253 1.133 -0.026  N5 1.058
14 H 1.778 0.249 -1.305  N5 1.071

relative energy (zero: lowest compared OMol25 entry of this formula, charge and spin): 61.6 kcal/mol
HOMO level: -0.719 hartree
total charge: +2
DFT total energy: -6669.764 eV

These are the Mulliken partial charges, in e, on atoms 1 to 5: C 0.4617; C -0.7920; N -0.3193; N -0.2687; N -0.3388